#P
{"formula": "C20H25N3O4S", "method": "wB97M-V/def2-TZVPD", "lumo_energy_ha": 0.020, "homo_lumo_gap_ev": 8.285, "smiles": "COc1ccc(N2CCN(C(=O)CNS(=O)(=O)c3ccc(C)cc3)CC2)cc1", "elements": ["S", "O", "O", "O", "O", "N", "N", "N", "C", "C", "C", "C", "C", "C", "C", "C", "C", "C", "C", "C", "C", "C", "C", "C", "C", "C", "C", "C", "H", "H", "H", "H", "H", "H", "H", "H", "H", "H", "H", "H", "H", "H", "H", "H", "H", "H", "H", "H", "H", "H", "H", "H", "H"], "coordinates": [[-2.833, -2.186, 2.306], [3.435, 4.100, -1.355], [-2.083, -3.393, 2.507], [-4.020, -1.958, 3.078], [-3.385, -3.078, -2.494], [-1.341, -2.781, -1.606], [-3.191, -2.084, 0.664], [0.492, -0.633, -1.648], [-0.431, -0.822, -2.748], [-3.222, -3.308, -0.117], [2.281, 0.662, -0.681], [0.945, 1.675, -2.379], [0.018, 1.359, 2.536], [0.978, 2.505, 2.495], [-2.661, -3.044, -1.517], [-1.311, 1.541, 2.162], [-0.785, -2.310, -2.857], [-2.191, 0.474, 2.136], [-0.418, -2.597, -0.513], [1.706, 2.821, -2.286], [-0.078, -1.110, -0.402], [4.526, 4.229, -0.478], [2.759, 2.912, -1.379], [0.440, 0.089, 2.915], [3.041, 1.813, -0.576], [1.213, 0.568, -1.572], [-1.737, -0.787, 2.474], [-0.433, -0.986, 2.879], [0.629, -0.954, 0.410], [1.493, 3.675, -2.910], [0.494, -3.160, -0.742], [-0.120, -1.981, 3.150], [3.857, 1.832, 0.129], [-1.004, -0.561, -0.163], [2.539, -0.184, -0.063], [-4.004, -1.507, 0.514], [1.462, -0.061, 3.229], [-1.363, -0.249, -2.606], [-4.240, -3.692, -0.241], [-1.653, 2.526, 1.883], [-3.223, 0.609, 1.855], [0.129, 1.655, -3.084], [-2.631, -4.053, 0.420], [5.311, 3.499, -0.701], [4.218, 4.124, 0.568], [0.484, 3.438, 2.755], [0.118, -2.886, -3.081], [0.049, -0.504, -3.674], [4.915, 5.234, -0.638], [1.810, 2.341, 3.175], [-0.831, -2.950, 0.429], [-1.527, -2.468, -3.640], [1.376, 2.605, 1.484]]}

#Q
{"formula": "C20H25N3O4S", "method": "wB97M-V/def2-TZVPD", "lumo_energy_ha": 0.016, "homo_lumo_gap_ev": 9.117, "smiles": "COc1cccc(S(=O)(=O)NCc2ccc(C(=O)N3CCN(C)CC3)cc2)c1", "elements": ["S", "O", "O", "O", "O", "N", "N", "N", "C", "C", "C", "C", "C", "C", "C", "C", "C", "C", "C", "C", "C", "C", "C", "C", "C", "C", "C", "C", "H", "H", "H", "H", "H", "H", "H", "H", "H", "H", "H", "H", "H", "H", "H", "H", "H", "H", "H", "H", "H", "H", "H", "H", "H"], "coordinates": [[0.961, 2.047, -1.430], [2.209, -4.609, 0.566], [1.260, 1.835, -2.812], [-2.765, 4.999, 0.596], [0.260, 1.011, -0.714], [0.216, -3.741, -0.047], [-2.314, -3.621, 1.218], [2.405, 2.443, -0.646], [2.225, -1.906, -1.491], [0.081, 3.588, -1.228], [-3.273, 3.881, 1.290], [2.745, -0.661, -1.787], [3.213, -0.306, 0.537], [2.704, -1.556, 0.835], [-1.398, -4.712, 1.501], [-1.686, 4.830, -0.202], [-3.270, -3.428, 2.284], [3.534, 1.604, -1.051], [3.211, 0.162, -0.771], [-1.568, -2.410, 0.929], [2.169, -2.344, -0.174], [1.550, -3.666, 0.162], [0.524, 4.699, -1.913], [-0.150, 5.898, -1.733], [-0.499, -4.953, 0.290], [-1.240, 5.964, -0.888], [-0.671, -2.627, -0.292], [-1.006, 3.627, -0.376], [0.174, 6.785, -2.256], [2.694, -1.915, 1.854], [3.666, 1.772, -2.120], [-4.138, 4.247, 1.840], [-2.273, -1.604, 0.714], [-1.776, 6.888, -0.741], [-1.114, -5.247, -0.566], [-0.767, -4.493, 2.383], [-3.586, 3.091, 0.601], [2.750, -0.305, -2.806], [-2.795, -3.154, 3.240], [3.598, 0.321, 1.330], [1.838, -2.534, -2.280], [-3.833, -4.348, 2.428], [0.236, -5.729, 0.505], [-1.291, 2.710, 0.113], [-2.538, 3.479, 1.994], [-1.980, -5.612, 1.708], [-0.114, -1.714, -0.502], [2.239, 2.373, 0.349], [1.371, 4.608, -2.571], [4.419, 1.947, -0.509], [-3.963, -2.636, 2.002], [-1.301, -2.871, -1.154], [-0.941, -2.104, 1.787]]}

On energetic grounds, #P is preferred over the next structure by 5.2 kcal/mol.

#P
{"formula": "C4H13NOS", "method": "wB97M-V/def2-TZVPD", "lumo_energy_ha": 0.023, "homo_lumo_gap_ev": 9.666, "smiles": "C[C@@H](N)CCS.O", "elements": ["S", "O", "N", "C", "C", "C", "C", "H", "H", "H", "H", "H", "H", "H", "H", "H", "H", "H", "H", "H"], "coordinates": [[2.249, 0.268, -1.178], [1.583, -3.072, 5.772], [-2.697, 1.350, -0.075], [0.546, 0.068, -0.558], [-2.141, -0.275, -1.863], [-1.794, 1.072, -1.228], [-0.326, 1.303, -0.767], [-1.651, -1.114, -1.346], [2.143, -0.602, -2.185], [2.547, -3.068, 5.708], [-0.461, 1.784, 0.200], [-3.595, 1.661, -0.421], [-1.973, -0.377, -2.941], [0.183, -0.830, -1.063], [0.126, 1.993, -1.466], [-2.104, 1.839, -1.907], [-3.185, -0.521, -1.712], [1.239, -2.744, 4.937], [0.483, -0.269, 0.482], [-2.929, 0.587, 0.551]]}

#Q
{"formula": "C4H13NOS", "method": "wB97M-V/def2-TZVPD", "lumo_energy_ha": 0.029, "homo_lumo_gap_ev": 9.783, "smiles": "C[C@H](N)CCS.O", "elements": ["S", "O", "N", "C", "C", "C", "C", "H", "H", "H", "H", "H", "H", "H", "H", "H", "H", "H", "H", "H"], "coordinates": [[1.254, 1.929, -0.455], [0.335, -0.158, 3.450], [-0.336, -1.639, 0.535], [-0.288, 1.336, -0.003], [-0.988, 0.215, -0.876], [-0.710, -2.291, -1.839], [-0.355, -1.150, -0.846], [-1.791, -2.420, -1.811], [-0.973, 2.160, 0.049], [-0.407, -1.864, -2.953], [0.721, -0.979, -1.050], [0.294, -2.404, 0.626], [-0.245, -3.214, -1.536], [-0.572, -0.212, 3.635], [-0.366, 1.071, 1.042], [0.403, -0.525, 2.516], [-1.234, -1.925, 0.900], [-2.116, 0.139, -0.610], [-1.294, 0.628, -1.923], [1.227, 2.752, -1.573]]}

On energetic grounds, #P is preferred over the next structure by 11.5 kcal/mol.

#P
{"formula": "C4H13NOS", "method": "wB97M-V/def2-TZVPD", "lumo_energy_ha": 0.031, "homo_lumo_gap_ev": 9.326, "smiles": "CSCCCN.O", "elements": ["S", "O", "N", "C", "C", "C", "C", "H", "H", "H", "H", "H", "H", "H", "H", "H", "H", "H", "H", "H"], "coordinates": [[1.632, 2.206, 0.010], [-0.647, -2.781, -1.262], [-1.289, -1.504, 1.342], [-1.495, -0.052, 1.270], [0.844, 0.620, 0.447], [-0.672, 0.563, 0.130], [2.237, 1.884, -1.665], [1.328, -0.207, -0.057], [2.624, 2.853, -1.983], [3.090, 1.218, -1.679], [-2.531, 0.194, 1.040], [-0.840, -2.343, -0.416], [-1.262, 0.473, 2.203], [1.477, 1.444, -2.300], [1.023, 0.547, 1.516], [-1.850, -1.906, 2.105], [-1.493, -3.102, -1.585], [-0.349, -1.647, 1.703], [-0.782, -0.035, -0.772], [-1.045, 1.573, -0.048]]}

#Q
{"formula": "C4H13NOS", "method": "wB97M-V/def2-TZVPD", "lumo_energy_ha": 0.033, "homo_lumo_gap_ev": 9.768, "smiles": "NCCCCS.O", "elements": ["S", "O", "N", "C", "C", "C", "C", "H", "H", "H", "H", "H", "H", "H", "H", "H", "H", "H", "H", "H"], "coordinates": [[-0.918, -2.619, -1.595], [0.289, -0.420, 2.832], [-0.131, 1.905, 0.832], [-0.806, 1.259, -0.286], [0.883, -0.603, -0.698], [0.169, 0.651, -1.272], [0.007, -1.770, -0.271], [0.612, 0.330, 2.300], [-1.495, 0.515, 0.117], [-0.769, 2.237, 1.541], [1.507, -0.968, -1.519], [-0.723, -1.526, 0.498], [-1.461, 1.964, -0.802], [1.087, -0.800, 3.220], [-0.397, 0.290, -2.125], [1.004, 1.305, -1.518], [-1.512, -1.516, -2.068], [0.636, -2.512, 0.169], [1.580, -0.410, 0.106], [0.438, 2.687, 0.540]]}

#R
{"formula": "C4H13NOS", "method": "wB97M-V/def2-TZVPD", "lumo_energy_ha": 0.022, "homo_lumo_gap_ev": 9.593, "smiles": "CN[C@@H](C)CS.O", "elements": ["S", "O", "N", "C", "C", "C", "C", "H", "H", "H", "H", "H", "H", "H", "H", "H", "H", "H", "H", "H"], "coordinates": [[-1.735, 2.359, -2.897], [2.530, -6.112, 2.575], [-0.239, 1.248, 0.847], [-0.462, 1.150, -0.601], [-0.490, -0.283, -1.194], [-1.631, 2.021, -1.041], [1.138, 0.956, 1.219], [-2.521, 1.542, -0.677], [-1.416, -0.799, -0.818], [0.408, 1.621, -1.062], [-1.469, 3.025, -0.689], [1.804, 1.733, 0.779], [1.219, 0.991, 2.295], [0.295, -0.975, -0.869], [2.885, -5.736, 3.390], [-0.854, 0.540, 1.255], [-3.043, 2.101, -2.973], [1.450, 0.047, 0.698], [2.525, -5.311, 2.037], [-0.395, -0.119, -2.274]]}

#S
{"formula": "C4H13NOS", "method": "wB97M-V/def2-TZVPD", "lumo_energy_ha": 0.027, "homo_lumo_gap_ev": 9.432, "smiles": "CNCCCS.O", "elements": ["S", "O", "N", "C", "C", "C", "C", "H", "H", "H", "H", "H", "H", "H", "H", "H", "H", "H", "H", "H"], "coordinates": [[-1.603, -2.184, 0.850], [-0.111, -2.924, -4.791], [1.237, 0.494, 0.470], [2.386, 1.273, 0.063], [0.075, 1.268, 0.813], [-1.884, -0.381, 0.708], [-0.985, 0.473, 1.611], [-0.488, -0.154, 2.349], [0.512, -2.375, -4.294], [2.938, 1.785, 0.866], [-1.628, -0.145, -0.324], [-1.542, 1.234, 2.155], [-0.896, -2.351, -4.823], [-0.398, 1.630, -0.110], [0.297, 2.180, 1.399], [1.514, -0.148, 1.184], [2.047, 2.081, -0.581], [-1.636, -2.178, 2.184], [3.129, 0.649, -0.415], [-2.965, -0.227, 0.684]]}

On energetic grounds, #Q is preferred over the next structure by 2.0 kcal/mol.

#P
{"formula": "CH2N2O", "method": "wB97M-V/def2-TZVPD", "lumo_energy_ha": [-0.014, -0.026], "homo_lumo_gap_ev": [8.901, 8.312], "elements": ["O", "N", "N", "C", "H", "H"], "coordinates": [[-1.976, 1.546, 0.894], [-1.091, 0.247, -1.288], [-2.521, 1.517, -0.123], [-0.318, 0.082, -0.339], [0.613, -0.364, -0.464], [-0.525, 0.800, 0.435]]}

#Q
{"formula": "CH2N2O", "method": "wB97M-V/def2-TZVPD", "lumo_energy_ha": 0.000, "homo_lumo_gap_ev": 9.068, "smiles": "C#N.N=O", "elements": ["O", "N", "N", "C", "H", "H"], "coordinates": [[-0.236, 2.196, -1.768], [0.239, -0.827, 0.404], [0.134, 1.819, -0.640], [0.842, -1.715, 0.796], [1.309, -2.389, 1.437], [0.769, 0.930, -0.603]]}

#R
{"formula": "CH2N2O", "method": "wB97M-V/def2-TZVPD", "lumo_energy_ha": 0.031, "homo_lumo_gap_ev": 11.159, "smiles": "C=O.N#N", "elements": ["O", "N", "N", "C", "H", "H"], "coordinates": [[1.116, -0.452, 0.473], [0.292, 1.435, -1.826], [-0.424, 0.630, -2.039], [0.034, -0.519, 0.969], [-0.243, 0.044, 1.875], [-0.776, -1.137, 0.548]]}

On energetic grounds, #R is preferred over the next structure by 90.5 kcal/mol.

#P
{"formula": "C4H13NOS", "method": "wB97M-V/def2-TZVPD", "multiplicity": 2, "lumo_energy_ha": [0.119, 0.133], "total_charge": -1, "homo_lumo_gap_ev": [2.175, 9.169], "s2": 0.75, "elements": ["S", "O", "N", "C", "C", "C", "C", "H", "H", "H", "H", "H", "H", "H", "H", "H", "H", "H", "H", "H"], "coordinates": [[-2.134, -0.187, -2.277], [2.214, 1.203, -1.217], [0.666, -0.941, 0.303], [-0.727, -0.591, 0.799], [-1.173, 0.747, 0.188], [1.459, -0.962, 1.612], [-1.004, 0.916, -1.305], [0.006, 0.825, -1.620], [1.953, 0.440, -0.504], [2.722, 0.676, -1.881], [-0.509, 1.525, 0.664], [2.485, -1.270, 1.377], [-2.251, 0.955, 0.547], [0.571, -1.896, -0.236], [-1.364, 1.910, -1.500], [-3.355, 0.236, -1.861], [-0.669, -0.417, 1.821], [-1.488, -1.421, 0.703], [1.513, 0.029, 2.133], [1.086, -1.779, 2.254]]}

#Q
{"formula": "C4H13NOS", "method": "wB97M-V/def2-TZVPD", "multiplicity": 2, "lumo_energy_ha": [0.111, 0.108], "total_charge": -1, "homo_lumo_gap_ev": [2.080, 8.635], "s2": 0.75, "elements": ["S", "O", "N", "C", "C", "C", "C", "H", "H", "H", "H", "H", "H", "H", "H", "H", "H", "H", "H", "H"], "coordinates": [[-2.309, 1.178, 1.938], [2.471, 1.648, 0.269], [0.581, -1.000, 0.000], [0.627, -2.078, -1.020], [-0.722, -0.349, 0.105], [-0.745, 0.324, 1.482], [-0.930, 0.657, -1.037], [1.214, -1.758, -1.857], [-2.621, 1.695, 0.750], [-0.255, 1.506, -0.906], [-1.539, -1.069, 0.089], [2.711, 0.777, 0.641], [1.231, -0.270, -0.272], [-1.947, 1.050, -1.139], [-0.747, 0.160, -1.995], [0.055, 1.033, 1.595], [-0.645, -0.431, 2.237], [1.159, -2.920, -0.563], [-0.372, -2.426, -1.271], [2.782, 2.274, 0.953]]}

#R
{"formula": "C4H13NOS", "method": "wB97M-V/def2-TZVPD", "multiplicity": 2, "lumo_energy_ha": [0.112, 0.111], "total_charge": -1, "homo_lumo_gap_ev": [2.119, 8.592], "s2": 0.75, "elements": ["S", "O", "N", "C", "C", "C", "C", "H", "H", "H", "H", "H", "H", "H", "H", "H", "H", "H", "H", "H"], "coordinates": [[-1.303, 0.884, -1.842], [3.753, 5.215, 1.221], [-0.413, -1.837, 2.170], [-0.175, -0.428, -1.051], [-0.757, -2.113, 0.786], [-1.186, -0.803, 0.086], [0.412, -2.855, 0.134], [0.359, -3.922, 0.477], [3.463, 6.142, 1.399], [-0.029, -2.812, 2.549], [-1.585, -2.839, 0.849], [0.141, -1.237, -1.781], [0.445, -2.714, -0.930], [-1.416, -0.060, 0.810], [0.725, -0.023, -0.536], [1.272, -2.666, 0.716], [0.418, -1.343, 2.397], [-0.621, 2.058, -1.969], [-2.125, -1.082, -0.343], [2.900, 4.692, 1.138]]}

On energetic grounds, #Q is preferred over the next structure by 21.8 kcal/mol.

#P
{"formula": "CHN3O2", "method": "wB97M-V/def2-TZVPD", "lumo_energy_ha": -0.011, "homo_lumo_gap_ev": 10.019, "smiles": "O=c1nn[nH]o1", "elements": ["O", "O", "N", "N", "N", "C", "H"], "coordinates": [[0.298, -0.918, 0.116], [2.308, 0.134, -0.105], [-1.037, 0.764, -0.070], [0.104, 1.305, 0.108], [-0.958, -0.346, -0.145], [1.168, 0.220, 0.016], [-1.884, -1.158, 0.080]]}

#Q
{"formula": "CHN3O2", "method": "wB97M-V/def2-TZVPD", "lumo_energy_ha": 0.009, "homo_lumo_gap_ev": 11.175, "smiles": "Oc1nnon1", "elements": ["O", "O", "N", "N", "N", "C", "H"], "coordinates": [[0.818, -1.609, -0.683], [-0.022, 1.445, 0.330], [0.946, 0.631, -0.084], [-1.154, 0.767, 0.557], [-1.000, -0.439, 0.190], [0.317, -0.513, -0.216], [0.184, -2.317, -0.521]]}

On energetic grounds, #Q is preferred over the next structure by 52.7 kcal/mol.